[1]
C42H59BrN4O2S3SbSiY | ωB97M-V/def2-TZVPD

Output
Strongest force on any atom (eV/A): 1.5
Energy relative to the best compared isomer or geometry (same formula, charge and spin) (kJ/mol): 103.32
2S+1: 2
HOMO energy (alpha / beta) (Ha): -0.1604 / -0.1844
Total charge: -1
E_LUMO (alpha / beta) (eV): 1.9 / 1.1
Orbital gap (alpha / beta) (eV): 6.2 / 6.1
E (eV): -172585.2794

Atoms and positions in Å:
Y: -0.07 -1.12 -1.79
C: 0.53 5.80 1.86
C: -0.54 5.37 0.85
C: -1.87 5.20 1.59
C: -0.72 6.47 -0.21
C: -0.09 4.09 0.15
C: -0.72 2.88 0.30
C: -0.26 1.74 -0.38
N: -0.71 0.48 -0.20
C: -1.42 0.08 0.89
C: -1.27 0.67 2.16
C: -1.99 0.22 3.24
C: -2.88 -0.83 3.02
C: -3.01 -1.51 1.82
C: -2.23 -1.10 0.73
O: -2.11 -1.75 -0.42
C: -3.99 -2.69 1.84
C: -4.13 -3.41 0.50
C: -3.48 -3.72 2.86
C: -5.38 -2.19 2.23
C: -1.83 0.79 4.64
C: -1.32 -0.33 5.56
C: -3.17 1.30 5.16
C: -0.82 1.94 4.69
C: 0.75 1.87 -1.42
O: 1.00 0.86 -2.17
C: 1.44 3.12 -1.51
C: 1.03 4.16 -0.71
C: 2.60 3.24 -2.49
C: 2.12 2.91 -3.91
C: 3.70 2.25 -2.07
C: 3.19 4.66 -2.51
H: 0.20 6.70 2.39
H: 1.47 6.02 1.36
H: 0.70 5.02 2.59
H: -2.18 6.17 1.99
H: -1.77 4.51 2.42
H: -2.65 4.85 0.92
H: -1.16 7.36 0.25
H: -1.38 6.13 -1.00
H: 0.23 6.75 -0.65
H: -1.61 2.78 0.90
H: -0.53 1.45 2.25
H: -3.47 -1.18 3.86
H: -3.21 -3.92 0.24
H: -4.39 -2.72 -0.29
H: -4.93 -4.15 0.57
H: -2.45 -3.98 2.64
H: -4.09 -4.63 2.81
H: -3.54 -3.34 3.88
H: -5.74 -1.48 1.48
H: -5.39 -1.69 3.20
H: -6.08 -3.03 2.28
H: -2.01 -1.16 5.59
H: -1.18 0.04 6.58
H: -0.36 -0.70 5.20
H: -3.92 0.52 5.19
H: -3.54 2.11 4.53
H: -3.05 1.69 6.17
H: 0.15 1.63 4.33
H: -0.72 2.28 5.72
H: -1.17 2.78 4.09
H: 1.54 5.10 -0.77
H: 1.77 1.88 -3.95
H: 2.94 3.04 -4.61
H: 1.31 3.57 -4.19
H: 3.28 1.25 -2.00
H: 4.12 2.52 -1.10
H: 4.50 2.24 -2.81
H: 2.45 5.37 -2.86
H: 4.04 4.69 -3.19
H: 3.55 4.96 -1.53
S: -5.25 -1.91 -2.87
Sb: -3.04 -1.45 -2.66
S: -2.12 0.60 -3.18
S: -1.48 -3.04 -3.31
C: 1.83 -0.98 1.81
C: 2.63 -1.35 0.60
C: 3.99 -1.62 0.70
C: 4.68 -1.99 -0.46
C: 4.01 -2.07 -1.65
C: 2.63 -1.77 -1.70
N: 1.97 -1.42 -0.55
N: 1.85 -1.83 -2.77
Si: 2.25 -1.89 -4.44
C: 3.80 -0.89 -5.01
C: 0.74 -1.12 -5.32
C: 2.40 -3.72 -4.99
H: 2.21 -1.47 2.71
H: 0.79 -1.26 1.67
H: 1.88 0.09 1.97
H: 4.48 -1.56 1.65
H: 5.74 -2.21 -0.42
H: 4.51 -2.36 -2.56
H: 3.50 0.11 -5.32
H: 4.29 -1.37 -5.85
H: 4.53 -0.78 -4.22
H: 0.40 -0.24 -4.77
H: -0.09 -1.84 -5.36
H: 0.96 -0.82 -6.34
H: 3.25 -4.23 -4.53
H: 2.50 -3.82 -6.06
H: 1.50 -4.25 -4.69
Br: 0.70 -8.44 0.38
C: 0.52 -6.57 0.08
C: 1.53 -5.70 0.48
C: 1.34 -4.35 0.23
N: 0.27 -3.84 -0.35
C: -0.69 -4.69 -0.69
C: -0.62 -6.06 -0.50
H: 2.42 -6.06 0.95
H: 2.11 -3.66 0.54
H: -1.57 -4.27 -1.16
H: -1.44 -6.69 -0.80


[2]
C33H77NO12 | ωB97M-V/def2-TZVPD

Output
Strongest force on any atom (eV/A): 15.0
Energy relative to the best compared isomer or geometry (same formula, charge and spin) (kJ/mol): 62.74
2S+1: 1
HOMO energy (Ha): -0.3483
E_LUMO (eV): -2.2
Orbital gap (eV): 7.2
E (eV): -61510.7417

Atoms and positions in Å:
C: -0.92 2.39 -0.67
C: -1.34 1.68 0.56
O: -2.05 2.22 1.38
N: -1.11 0.13 0.71
H: -1.93 -0.30 0.46
H: -0.39 -0.02 0.02
C: -1.10 -0.44 2.09
H: -1.22 1.93 -1.65
H: 0.30 2.49 -0.68
H: -1.18 3.44 -0.57
H: -0.97 -1.37 2.14
H: -2.00 -0.05 2.47
H: -0.35 -0.05 2.75
O: 0.93 -0.42 -0.94
H: 1.50 -0.91 -1.29
C: -1.79 -3.88 4.05
C: -1.21 -5.04 3.08
C: -2.15 -6.27 2.88
O: -1.20 -4.33 1.79
H: -1.94 -4.22 5.08
H: -2.82 -3.53 3.87
H: -0.92 -3.11 4.13
H: -0.28 -5.45 3.33
H: -3.12 -6.08 2.72
H: -2.23 -6.85 3.61
H: -1.76 -6.86 2.03
H: -0.37 -4.18 1.48
C: -3.70 -2.28 -0.04
C: -4.29 -1.19 -0.75
C: -5.11 -0.40 0.28
O: -3.16 -0.42 -1.19
H: -4.38 -3.13 0.10
H: -3.30 -1.95 1.15
H: -2.85 -2.75 -0.77
H: -4.84 -1.57 -1.54
H: -5.68 0.55 -0.23
H: -4.33 -0.07 0.92
H: -5.82 -0.91 0.88
H: -2.60 -1.08 -1.75
C: -1.91 -3.08 -3.73
C: -0.74 -2.60 -2.95
C: 0.57 -2.80 -3.68
O: -0.80 -1.18 -2.78
H: -2.13 -4.05 -3.50
H: -1.79 -2.71 -4.80
H: -2.92 -2.61 -3.18
H: -0.65 -3.09 -2.06
H: 0.58 -3.81 -3.90
H: 1.37 -2.54 -2.95
H: 0.91 -2.17 -4.35
H: 0.10 -0.97 -2.39
C: 0.37 1.95 -4.82
C: 1.55 1.13 -4.10
C: 3.03 1.30 -4.49
O: 1.39 1.48 -2.78
H: 0.28 1.77 -5.91
H: 0.76 2.93 -4.63
H: -0.33 1.76 -4.32
H: 1.64 0.21 -4.25
H: 2.98 1.70 -5.64
H: 3.60 0.38 -4.41
H: 3.61 1.99 -3.95
H: 1.44 0.79 -2.18
C: 3.24 2.09 4.50
C: 3.12 0.59 4.20
C: 2.80 -0.19 5.49
O: 2.05 0.44 3.33
H: 4.04 2.25 5.26
H: 2.36 2.61 4.86
H: 3.74 2.62 3.65
H: 3.96 -0.01 3.72
H: 3.77 -0.34 5.98
H: 2.55 -1.13 5.32
H: 1.97 0.50 6.14
H: 2.44 0.77 2.59
C: 4.15 2.84 0.57
C: 3.69 1.41 -0.06
C: 4.77 0.46 0.35
O: 2.42 1.16 0.57
H: 4.23 2.88 1.76
H: 3.51 3.71 0.24
H: 5.13 2.96 0.26
H: 3.74 1.45 -1.20
H: 5.61 0.85 -0.11
H: 4.83 -0.53 0.02
H: 5.01 0.23 1.62
H: 1.91 0.60 0.01
C: -4.07 2.08 -5.87
C: -3.48 1.56 -4.59
C: -4.56 1.51 -3.56
O: -2.67 0.30 -4.73
H: -4.37 1.12 -6.41
H: -3.32 2.40 -6.64
H: -5.00 2.81 -5.95
H: -2.60 2.32 -4.18
H: -4.22 1.20 -2.60
H: -5.25 0.84 -3.70
H: -5.23 2.44 -3.23
H: -2.00 0.02 -4.05
C: 2.07 -2.82 2.21
C: 1.99 -3.21 0.73
C: 2.07 -4.75 0.49
O: 0.64 -3.00 0.23
H: 1.71 -3.50 2.89
H: 1.65 -1.93 2.57
H: 3.12 -2.76 2.45
H: 2.57 -2.59 0.27
H: 1.17 -5.45 0.74
H: 2.99 -5.05 0.82
H: 2.11 -4.91 -0.68
H: 0.80 -2.12 -0.10
C: -0.06 5.14 1.93
C: 0.99 4.80 3.03
C: 1.60 5.80 3.84
O: 2.49 5.48 4.69
C: 1.33 7.13 3.65
C: 0.45 7.50 2.53
C: -0.45 6.52 1.74
O: -1.25 6.86 0.96
H: -0.72 4.40 1.36
H: 1.15 3.76 3.31
H: 1.93 7.93 4.16
H: 0.20 8.46 2.48


[3]
C32H61ClF3NO7S2 | ωB97M-V/def2-TZVPD

Output
Strongest force on any atom (eV/A): 8.9
2S+1: 1
HOMO energy (Ha): -0.3253
E_LUMO (eV): 0.4
SMILES: CC[C@@H](C)[C@H](CCCS)O[C@@](S)(CCCCN)[C@H](COC(F)(F)F)O[C@@H](CCCCOC(C)=O)[C@@H](Cl)CC.CC(C)=O.CC(C)=O
Orbital gap (eV): 9.3
E (eV): -92326.7602

Atoms and positions in Å:
C: 3.38 -1.64 1.18
C: 3.97 -0.09 1.24
C: 2.74 0.99 1.41
C: 3.19 2.37 2.23
C: 1.95 1.34 0.00
C: 2.92 1.39 -1.32
C: 3.16 -0.06 -2.06
C: 1.79 -0.81 -2.57
S: 0.79 0.11 -3.85
O: 1.38 2.68 0.16
C: -0.08 2.67 0.31
S: -0.69 1.56 1.74
C: -0.49 4.22 0.80
C: -1.81 4.26 1.77
C: -2.35 5.85 1.74
C: -3.47 6.01 0.53
N: -2.94 6.87 -0.63
C: -0.92 2.17 -1.01
C: -0.92 3.27 -2.26
O: 0.41 3.36 -2.89
C: 0.86 4.75 -3.06
F: 2.10 4.67 -3.93
F: 1.35 5.37 -1.77
F: -0.09 5.62 -3.78
O: -2.32 2.01 -0.61
C: -2.95 0.82 -1.18
C: -3.89 0.17 0.04
C: -3.11 -1.09 0.79
C: -4.10 -2.35 1.16
C: -3.68 -3.69 0.27
O: -2.31 -4.19 0.63
C: -1.74 -4.61 -0.69
C: -0.37 -3.90 -1.32
O: -2.37 -5.60 -1.38
C: -4.04 1.18 -2.40
Cl: -4.75 -0.39 -3.18
C: -5.23 2.17 -1.79
C: -6.12 2.87 -2.99
H: 2.29 -1.69 0.72
H: 4.08 -2.35 0.52
H: 3.37 -2.14 2.26
H: 4.74 0.16 0.39
H: 4.59 -0.04 2.26
H: 1.95 0.47 2.13
H: 3.82 2.10 3.20
H: 2.19 2.86 2.64
H: 3.74 3.15 1.54
H: 1.18 0.48 -0.17
H: 2.60 2.16 -2.14
H: 3.99 1.74 -0.93
H: 3.79 0.17 -3.05
H: 3.83 -0.82 -1.45
H: 1.16 -1.16 -1.62
H: 2.15 -1.83 -3.08
H: 1.64 1.06 -4.48
H: -0.38 2.17 2.98
H: -0.54 4.98 -0.09
H: 0.43 4.56 1.48
H: -2.72 3.61 1.42
H: -1.59 4.04 2.91
H: -1.45 6.52 1.44
H: -2.79 6.18 2.80
H: -3.77 4.98 0.06
H: -4.45 6.56 0.92
H: -2.94 6.23 -1.47
H: -3.61 7.63 -0.87
H: -0.42 1.20 -1.46
H: -1.40 4.30 -1.97
H: -1.64 2.80 -3.08
H: -2.21 -0.04 -1.49
H: -4.09 1.01 0.84
H: -4.91 -0.25 -0.34
H: -2.64 -0.71 1.80
H: -2.24 -1.52 0.14
H: -5.24 -2.07 0.98
H: -4.01 -2.68 2.30
H: -4.41 -4.59 0.46
H: -3.67 -3.32 -0.86
H: -0.41 -3.96 -2.49
H: 0.57 -4.46 -0.86
H: -0.31 -2.77 -0.95
H: -3.56 1.77 -3.28
H: -6.00 1.58 -1.12
H: -4.78 3.06 -1.14
H: -5.57 2.66 -4.01
H: -6.28 4.03 -2.82
H: -7.21 2.40 -3.06
C: 2.49 -5.15 5.38
C: 3.64 -4.45 4.71
C: 4.93 -4.35 5.48
O: 3.53 -3.98 3.58
H: 1.62 -5.15 4.71
H: 2.76 -6.19 5.60
H: 2.22 -4.63 6.30
H: 5.31 -5.35 5.70
H: 4.77 -3.79 6.41
H: 5.67 -3.81 4.88
C: 4.63 -5.56 -1.59
C: 3.24 -5.96 -1.19
C: 3.01 -7.40 -0.82
O: 2.32 -5.14 -1.16
H: 4.65 -4.49 -1.82
H: 5.32 -5.74 -0.76
H: 4.94 -6.11 -2.47
H: 3.63 -7.67 0.04
H: 3.25 -8.04 -1.68
H: 1.96 -7.55 -0.56